1.
{
  "formula": "C40H74O21S8",
  "method": "ωB97M-V/def2-TZVPD",
  "symbols": ["C", "C", "C", "C", "C", "O", "C", "O", "O", "C", "C", "O", "O", "H", "H", "H", "H", "H", "H", "H", "H", "H", "H", "O", "S", "O", "C", "C", "C", "C", "H", "H", "H", "H", "H", "H", "H", "H", "O", "S", "O", "C", "C", "C", "C", "H", "H", "H", "H", "H", "H", "H", "H", "O", "S", "O", "C", "C", "C", "C", "H", "H", "H", "H", "H", "H", "H", "H", "O", "S", "O", "C", "C", "C", "C", "H", "H", "H", "H", "H", "H", "H", "H", "O", "S", "O", "C", "C", "C", "C", "H", "H", "H", "H", "H", "H", "H", "H", "O", "S", "O", "C", "C", "C", "C", "H", "H", "H", "H", "H", "H", "H", "H", "O", "S", "O", "C", "C", "C", "C", "H", "H", "H", "H", "H", "H", "H", "H", "O", "S", "O", "C", "C", "C", "C", "H", "H", "H", "H", "H", "H", "H", "H"],
  "positions_angstrom": [[-4.8757, -1.8832, 7.7957], [-4.2528, -2.3982, 6.9089], [-3.4403, -2.8019, 5.7499], [-4.2451, -3.4654, 4.6281], [-5.5725, -2.7855, 4.2845], [-5.5509, -1.3590, 4.4120], [-5.5587, -0.6662, 3.2672], [-6.1781, -0.9426, 2.2798], [-4.8970, 0.5238, 3.3283], [-3.7548, 0.5744, 4.1692], [-2.5913, -0.1593, 3.5394], [-2.6829, -1.1690, 2.8888], [-1.4028, 0.4152, 3.8034], [-5.3420, -1.3214, 8.5685], [-2.7359, -3.5517, 6.1234], [-2.8319, -1.9715, 5.4032], [-3.6311, -3.5184, 3.7251], [-4.4487, -4.5013, 4.9050], [-6.3156, -3.1466, 4.9978], [-5.9080, -3.1239, 3.3061], [-3.9283, 0.2164, 5.1860], [-3.4672, 1.6296, 4.2677], [-0.7175, -0.1756, 3.4559], [-1.0577, 3.5982, 6.4237], [-1.3817, 3.9450, 5.0635], [-2.4481, 3.2716, 4.3578], [-1.6242, 5.7140, 4.9632], [-0.2329, 6.2665, 4.6674], [0.3721, 5.3334, 3.6122], [0.1140, 3.8923, 4.0741], [-2.0507, 6.0725, 5.8973], [-2.3099, 5.9063, 4.1384], [-0.2801, 7.2956, 4.3150], [0.3763, 6.2471, 5.5741], [-0.1166, 5.5089, 2.6527], [1.4348, 5.5163, 3.4729], [-0.0427, 3.2114, 3.2409], [0.9158, 3.5200, 4.7091], [-1.3296, -6.6371, 6.9448], [-2.2943, -6.6818, 5.8779], [-3.5559, -5.9849, 5.9824], [-1.4958, -6.2122, 4.3486], [-0.9598, -7.5242, 3.7888], [-2.0724, -8.5584, 3.9958], [-2.5840, -8.3994, 5.4326], [-0.7234, -5.4786, 4.5509], [-2.2610, -5.7865, 3.6975], [-0.6928, -7.4293, 2.7363], [-0.0657, -7.8226, 4.3401], [-2.8848, -8.3630, 3.2913], [-1.7192, -9.5706, 3.8148], [-3.6476, -8.6104, 5.5177], [-2.0258, -9.0191, 6.1323], [2.7380, 6.3122, 1.5015], [1.7994, 6.3393, 0.4017], [0.4931, 6.9382, 0.5519], [2.6112, 7.0157, -1.0391], [3.2356, 5.8026, -1.7197], [2.1741, 4.7016, -1.6650], [1.6155, 4.6681, -0.2361], [3.3356, 7.7649, -0.7294], [1.8496, 7.4668, -1.6627], [3.5270, 6.0277, -2.7406], [4.1289, 5.4842, -1.1757], [1.3756, 4.9367, -2.3704], [2.5845, 3.7350, -1.9493], [0.5628, 4.3949, -0.2088], [2.1873, 4.0008, 0.4070], [2.7645, 4.1057, -4.6175], [2.0897, 4.0647, -5.8910], [2.2361, 5.1386, -6.8484], [2.4576, 2.5099, -6.6923], [1.3676, 1.5652, -6.1967], [0.0623, 2.3699, -6.2470], [0.3436, 3.7396, -5.6179], [3.4642, 2.1963, -6.4247], [2.3834, 2.6680, -7.7690], [1.3126, 0.6672, -6.8098], [1.5778, 1.2601, -5.1686], [-0.2463, 2.5003, -7.2850], [-0.7471, 1.8608, -5.7259], [-0.2407, 4.5309, -6.0827], [0.1750, 3.7353, -4.5422], [-0.8189, -12.0596, 4.4802], [-1.5473, -12.2423, 3.2500], [-1.3858, -11.3315, 2.1440], [-1.2995, -13.9195, 2.6791], [-2.4155, -14.7144, 3.3496], [-3.6773, -13.8495, 3.2287], [-3.2943, -12.4211, 3.6361], [-0.3007, -14.2501, 2.9540], [-1.4095, -13.9167, 1.5951], [-2.5460, -15.6888, 2.8816], [-2.1765, -14.8755, 4.4029], [-4.0262, -13.8567, 2.1943], [-4.4876, -14.2284, 3.8494], [-3.8541, -11.6702, 3.0838], [-3.4134, -12.2604, 4.7062], [1.4732, -5.6106, 4.7379], [2.3791, -4.9332, 3.8425], [2.3529, -3.5005, 3.6981], [4.0456, -5.4699, 4.2074], [4.2449, -6.7023, 3.3310], [3.6418, -6.3479, 1.9650], [2.2728, -5.7056, 2.2220], [4.1344, -5.6711, 5.2723], [4.7200, -4.6639, 3.9197], [5.2979, -6.9681, 3.2522], [3.7133, -7.5544, 3.7605], [4.2926, -5.6363, 1.4529], [3.5482, -7.2242, 1.3253], [2.0279, -4.9435, 1.4865], [1.4800, -6.4500, 2.2621], [0.9341, 3.2519, -9.8942], [0.0277, 4.3764, -9.8600], [-1.1517, 4.3613, -9.0280], [0.9645, 5.8603, -9.5298], [1.3779, 6.3598, -10.9109], [0.1400, 6.2016, -11.8036], [-0.4332, 4.8025, -11.5457], [1.8037, 5.6241, -8.8817], [0.2981, 6.5686, -9.0379], [1.7207, 7.3928, -10.8737], [2.1947, 5.7470, -11.2988], [-0.6003, 6.9579, -11.5353], [0.3788, 6.3376, -12.8575], [-1.5167, 4.7800, -11.6295], [0.0060, 4.0571, -12.2060], [4.4547, 7.7619, -4.0721], [3.5387, 8.8727, -4.0605], [2.3633, 8.8774, -3.2248], [4.4683, 10.3737, -3.7716], [4.8714, 10.8395, -5.1670], [3.6285, 10.6491, -6.0470], [3.0663, 9.2523, -5.7515], [5.3130, 10.1559, -3.1220], [3.7995, 11.0882, -3.2923], [5.2073, 11.8752, -5.1587], [5.6902, 10.2225, -5.5435], [2.8847, 11.4073, -5.7942], [3.8619, 10.7602, -7.1048], [1.9827, 9.2180, -5.8288], [3.5077, 8.4924, -6.3940]],
  "homo_lumo_gap_ha": 0.342,
  "homo_ev": -9.07,
  "e_lumo_ev": 0.228
}

2.
{
  "formula": "C10H16",
  "method": "ωB97M-V/def2-TZVPD",
  "symbols": ["C", "C", "C", "H", "H", "H", "H", "H", "H", "H", "H", "C", "C", "C", "C", "C", "C", "C", "H", "H", "H", "H", "H", "H", "H", "H"],
  "positions_angstrom": [[0.5378, -1.9211, 0.6358], [1.9441, -1.5993, 0.2317], [0.5519, -2.6749, 1.9677], [-0.2177, -1.0918, 0.6832], [0.0316, -2.5634, -0.1000], [2.4608, -2.2075, -0.4799], [0.8712, -3.6921, 1.7195], [2.6480, -1.3557, 1.0885], [2.1355, -0.6274, -0.2620], [1.2354, -2.3503, 2.7622], [-0.4805, -2.6563, 2.3331], [-0.0180, 3.2974, 0.3330], [-0.0820, -0.0669, -1.5592], [0.3871, 1.0036, -0.7907], [-1.4271, -0.0652, -1.8003], [-0.5255, 1.9901, -0.2780], [-2.3667, 0.8375, -1.1872], [-1.8880, 1.7779, -0.2900], [0.6397, -0.6706, -2.0661], [1.4703, 1.2752, -0.5939], [-2.1097, -0.6688, -2.4806], [-3.4097, 0.8519, -1.5250], [0.6924, 2.9645, 1.1203], [-0.9727, 3.6736, 0.6830], [-2.5320, 2.4751, 0.1734], [0.4238, 4.0646, -0.3183]],
  "spin_multiplicity": 2,
  "homo_lumo_gap_ha": [0.359, 0.217],
  "total_charge": 1,
  "homo_ev": [-14.06, -14.04],
  "e_lumo_ev": [-4.289, -8.135],
  "relative_energy_kj_mol": 151.93
}

3.
{
  "formula": "C12H30O11P2S",
  "method": "ωB97M-V/def2-TZVPD",
  "symbols": ["C", "C", "C", "S", "O", "C", "O", "C", "O", "C", "H", "H", "H", "H", "H", "H", "H", "H", "H", "H", "H", "H", "C", "O", "P", "O", "O", "C", "O", "C", "H", "H", "H", "H", "H", "H", "H", "H", "H", "C", "O", "P", "O", "O", "C", "O", "C", "H", "H", "H", "H", "H", "H", "H", "H", "H"],
  "positions_angstrom": [[-2.7205, -1.9471, -1.3395], [-2.0787, -0.8296, -0.3055], [-2.0475, 0.7009, -0.9077], [-1.0741, 0.5780, -2.5478], [-3.3636, 1.2520, -1.2639], [-4.1720, 1.5886, -0.0822], [-4.0722, 2.6921, 0.6635], [-5.3838, 0.5259, 0.3580], [-6.5387, 0.6922, -0.5408], [-6.4195, -0.1285, -1.7588], [-3.4050, -2.6535, -0.7045], [-3.4269, -1.3769, -2.1137], [-1.8824, -2.5652, -1.8740], [-2.7163, -0.8741, 0.6822], [-0.9558, -1.1317, -0.1008], [-1.4021, 1.3971, -0.2006], [-0.0615, -0.3883, -2.4354], [-5.7375, 0.7827, 1.4665], [-4.9682, -0.5825, 0.4045], [-6.0883, 0.5853, -2.6278], [-7.4506, -0.6700, -1.9894], [-5.6152, -0.9859, -1.6870], [1.9221, 3.4730, 1.5128], [2.1537, 4.3936, 0.4663], [2.8424, 3.8299, -0.8778], [3.1718, 2.3707, -0.8772], [4.0958, 4.8161, -1.1131], [4.9951, 5.0233, -0.0512], [1.8385, 4.3195, -2.0375], [0.5236, 3.8139, -2.0401], [2.8587, 3.2566, 2.0332], [1.2184, 3.9185, 2.2205], [1.4847, 2.5461, 1.1294], [5.3430, 4.0705, 0.3607], [4.5115, 5.6149, 0.7311], [5.8537, 5.5846, -0.4272], [-0.1015, 4.4099, -1.3702], [0.5034, 2.7645, -1.7337], [0.1253, 3.8943, -3.0546], [2.1304, -4.1831, 3.3672], [2.8095, -4.0628, 2.1341], [1.9350, -3.6530, 0.8433], [0.4744, -3.4419, 1.0874], [2.2919, -4.7899, -0.2425], [2.1632, -6.1398, 0.1325], [2.7337, -2.3892, 0.2453], [2.8250, -1.2239, 1.0315], [1.5717, -5.1223, 3.3952], [2.8682, -4.1857, 4.1735], [1.4513, -3.3395, 3.5244], [1.1770, -6.3350, 0.5659], [2.9458, -6.3987, 0.8513], [2.2921, -6.7615, -0.7566], [3.6643, -1.3129, 1.7260], [1.8992, -1.0481, 1.5860], [3.0076, -0.3743, 0.3687]],
  "homo_lumo_gap_ha": 0.348,
  "homo_ev": -9.28,
  "e_lumo_ev": 0.183
}

4.
{
  "formula": "C3H8Cl4NO3Sn",
  "method": "ωB97M-V/def2-TZVPD",
  "symbols": ["Sn", "O", "H", "C", "N", "O", "O", "H", "H", "H", "C", "Cl", "Cl", "H", "H", "C", "Cl", "Cl", "H", "H"],
  "positions_angstrom": [[-3.2078, 1.8919, -2.0038], [-1.8741, 0.9861, 0.3280], [-1.1200, 1.1744, 0.9070], [1.0523, 1.2648, -1.1783], [0.7382, 0.7294, -2.5445], [-0.4459, 0.8033, -2.8737], [1.6089, 0.1861, -3.1550], [2.0456, 1.6913, -1.2988], [1.0662, 0.4107, -0.5026], [0.2608, 1.9454, -0.8840], [0.9171, 0.2662, 2.9921], [1.7881, -1.0055, 2.1230], [1.3591, 1.8948, 2.3757], [-0.1434, 0.1359, 2.7837], [0.9733, 0.2409, 4.0775], [-1.0574, -2.4013, -0.1630], [-1.8883, -3.9409, -0.0164], [0.4148, -2.5756, -1.1510], [-1.7317, -1.6840, -0.6227], [-0.7559, -2.0140, 0.8068]],
  "homo_lumo_gap_ha": 0.201,
  "total_charge": 1,
  "homo_ev": -13.22,
  "e_lumo_ev": -7.752,
  "relative_energy_kj_mol": 57.83
}

5.
{
  "formula": "C12H36F3O6S6Zr",
  "method": "ωB97M-V/def2-TZVPD",
  "symbols": ["Zr", "F", "F", "F", "C", "S", "O", "C", "H", "H", "H", "H", "H", "H", "C", "S", "O", "C", "H", "H", "H", "H", "H", "H", "C", "S", "O", "C", "H", "H", "H", "H", "H", "H", "C", "S", "O", "C", "H", "H", "H", "H", "H", "H", "C", "S", "O", "C", "H", "H", "H", "H", "H", "H", "C", "S", "O", "C", "H", "H", "H", "H", "H", "H"],
  "positions_angstrom": [[0.4205, 1.3868, 0.5902], [3.0075, 2.6330, 2.4492], [-1.7649, 2.4583, 3.2533], [1.9401, 2.4421, -2.3929], [6.6146, -1.5295, -1.2287], [5.4095, -2.1713, 0.0105], [4.0921, -1.5247, -0.3046], [5.3544, -3.9271, -0.5857], [7.0044, -0.6322, -0.7479], [6.0844, -1.2636, -2.1431], [7.2949, -2.3449, -1.4741], [6.2359, -4.5370, -0.3881], [5.1115, -4.0779, -1.6376], [4.4753, -4.3183, -0.0737], [-2.9208, 4.1356, -4.3872], [-3.8833, 3.3846, -2.9833], [-2.9075, 2.9871, -1.8669], [-4.6076, 4.9583, -2.3635], [-2.2888, 4.9915, -4.1502], [-3.5406, 4.5864, -5.1623], [-2.3132, 3.3325, -4.8042], [-3.8231, 5.4789, -1.8143], [-5.4677, 4.7303, -1.7339], [-4.9406, 5.6354, -3.1501], [-5.4432, -4.0603, 2.7939], [-5.2933, -2.5297, 1.8249], [-3.8285, -2.1905, 1.5721], [-5.9819, -3.3058, 0.3036], [-4.9393, -4.9050, 2.3241], [-6.4494, -4.3853, 3.0584], [-4.9878, -3.8588, 3.7634], [-7.0638, -3.4048, 0.3927], [-5.6460, -4.3308, 0.1467], [-5.8684, -2.7122, -0.6035], [-0.6409, -4.4689, -3.5290], [-0.7358, -2.6304, -3.7855], [-0.2318, -2.0593, -2.4459], [0.6268, -2.4614, -5.0284], [-1.2378, -5.0125, -4.2613], [-1.0473, -4.7824, -2.5674], [0.3918, -4.8114, -3.5949], [0.7801, -1.4620, -5.4355], [0.4983, -3.0630, -5.9282], [1.5841, -2.7323, -4.5831], [2.2466, -2.8147, 6.3108], [0.7372, -2.8173, 5.1939], [1.0968, -1.9865, 3.9589], [0.8306, -4.6093, 4.6817], [3.1405, -3.3535, 5.9965], [1.9963, -3.1593, 7.3142], [2.5734, -1.8279, 6.6388], [0.7633, -5.2880, 5.5320], [1.8142, -4.7297, 4.2276], [0.0812, -4.9715, 3.9779], [2.0937, 8.0068, -0.4545], [0.6342, 7.4696, 0.5510], [0.5383, 5.9589, 0.5488], [1.2312, 7.9419, 2.2389], [2.3858, 9.0455, -0.2997], [1.8976, 7.8458, -1.5146], [2.9636, 7.4898, -0.0495], [1.0771, 9.0160, 2.3427], [2.2531, 7.7239, 2.5491], [0.5731, 7.4123, 2.9277]],
  "homo_lumo_gap_ha": 0.072,
  "total_charge": 1,
  "homo_ev": -10.76,
  "e_lumo_ev": -8.802,
  "relative_energy_kj_mol": 489.79
}

6.
{
  "formula": "C33H29LiN4O4PS",
  "method": "ωB97M-V/def2-TZVPD",
  "symbols": ["Li", "O", "C", "N", "C", "C", "C", "C", "C", "C", "N", "C", "C", "C", "C", "C", "N", "H", "H", "H", "H", "H", "H", "H", "H", "H", "H", "O", "S", "O", "O", "C", "C", "C", "C", "C", "C", "P", "C", "C", "C", "C", "C", "C", "C", "C", "C", "C", "C", "C", "H", "H", "H", "H", "H", "H", "H", "H", "H", "H", "H", "H", "H", "H", "C", "C", "C", "N", "H", "H", "H", "H", "H"],
  "positions_angstrom": [[-0.2583, -0.3335, -1.6092], [0.1168, -4.2948, -2.3361], [-0.0523, -3.0589, -2.2653], [-0.1725, -2.2683, -1.2163], [0.0481, -2.9366, 0.0417], [1.4249, -2.7277, 0.6427], [1.7798, -3.4726, 1.7722], [3.0217, -3.2997, 2.3443], [3.8988, -2.3888, 1.7685], [3.4674, -1.7038, 0.6474], [2.2633, -1.8539, 0.0931], [-0.1168, -2.3352, -3.6057], [-0.5885, -3.0071, -4.7299], [-0.5939, -2.3565, -5.9462], [-0.0984, -1.0584, -6.0180], [0.3573, -0.4714, -4.8529], [0.3398, -1.0817, -3.6674], [-0.6870, -2.5903, 0.7804], [-0.0813, -4.0213, -0.0500], [1.0688, -4.1801, 2.1840], [3.3091, -3.8684, 3.2212], [4.8865, -2.2155, 2.1743], [4.1174, -0.9792, 0.1691], [-0.9256, -4.0270, -4.6115], [-0.9691, -2.8511, -6.8346], [-0.0622, -0.5154, -6.9537], [0.7485, 0.5408, -4.8581], [-2.0288, 2.6629, -1.7905], [-0.6686, 2.7301, -1.2831], [0.1233, 3.8243, -1.8014], [0.0445, 1.4425, -1.3524], [-0.8858, 3.0854, 0.4651], [-1.2798, 4.4070, 0.7020], [-1.5434, 4.8499, 1.9806], [-1.4038, 3.9727, 3.0511], [-1.0012, 2.6740, 2.8205], [-0.7414, 2.1925, 1.5310], [-0.0534, 0.4623, 1.3501], [-0.9318, -0.4088, 2.7115], [-0.3870, -1.4845, 3.4095], [-1.1649, -2.2472, 4.2735], [-2.5090, -1.9598, 4.4450], [-3.0760, -0.9118, 3.7289], [-2.2998, -0.1540, 2.8689], [1.6133, 0.9052, 2.0200], [2.4773, 1.4885, 1.0893], [3.7491, 1.8914, 1.4581], [4.1937, 1.7045, 2.7626], [3.3433, 1.1314, 3.6932], [2.0583, 0.7426, 3.3263], [-1.3651, 5.0752, -0.1437], [-1.8466, 5.8758, 2.1490], [-1.5932, 4.3076, 4.0636], [-0.8727, 2.0055, 3.6638], [0.6459, -1.7679, 3.2534], [-0.7137, -3.0782, 4.8013], [-3.1155, -2.5566, 5.1145], [-4.1309, -0.6901, 3.8322], [-2.7630, 0.6495, 2.3085], [2.1487, 1.6169, 0.0619], [4.3994, 2.3436, 0.7196], [5.1924, 2.0099, 3.0494], [3.6708, 0.9908, 4.7163], [1.4043, 0.3369, 4.0845], [-2.2530, 2.0295, -5.0785], [-3.3540, 1.4631, -4.1847], [-2.8980, 0.3758, -3.3110], [-2.5348, -0.4668, -2.6227], [-2.6732, 2.8133, -5.7093], [-1.8353, 1.2536, -5.7199], [-1.4580, 2.4575, -4.4736], [-4.1752, 1.0680, -4.7863], [-3.7496, 2.2422, -3.5323]],
  "homo_lumo_gap_ha": 0.276,
  "total_charge": -1,
  "homo_ev": -4.83,
  "e_lumo_ev": 2.668
}